# 1
Entry from OMol25: a single C2H5N3O3 molecule in a non-equilibrium geometry (the ωB97M-V functional and the def2-TZVPD basis).

## Properties
Orbital gap = 10.1 eV
Molar mass = 119.08 g mol⁻¹
Lowest unoccupied orbital energy = 0.3 eV
SMILES = NNC(=O)C(=O)NO
F_max = 2.839 eV Å⁻¹
Relative energy (zero: lowest compared OMol25 entry of this formula, charge and spin) = 234.9 kJ/mol

Structure (XYZ):
```
13
Properties=species:S:1:pos:R:3:nbo_charge:R:1
N -1.41155 0.63178 -0.32717 -0.675
N -0.45140 0.14390 -1.32795 -0.475
C 0.68278 -0.50173 -0.92427 0.572
O 1.25697 -1.31353 -1.62716 -0.539
C 1.35011 0.12242 0.30476 0.568
O 2.44546 0.65902 0.30816 -0.537
N 0.62520 0.04838 1.51906 -0.363
O -0.20079 -1.07860 1.67676 -0.553
H -2.33626 0.23313 -0.68805 0.368
H -1.41003 1.65649 -0.42020 0.374
H -0.85096 -0.13928 -2.19391 0.388
H 1.30854 0.22603 2.34629 0.390
H -1.00807 -0.68801 1.35367 0.483
```

# 2
Entry from OMol25: 3 unconnected molecules or ions with the total composition C4H3Br in a non-equilibrium geometry (the ωB97M-V functional and the def2-TZVPD basis).

## Properties
Orbital gap = 9.1 eV
Molar mass = 130.97 g mol⁻¹
Lowest unoccupied orbital energy = -1.8 eV
F_max = 6.613 eV Å⁻¹
Relative energy (zero: lowest compared OMol25 entry of this formula, charge and spin) = 562.1 kJ/mol

Structure (XYZ):
```
8
Properties=species:S:1:pos:R:3:nbo_charge:R:1
C -1.36324 -1.65938 0.62541 0.082
C -2.03316 -1.56341 1.60329 -0.315
C 1.03801 -1.67672 -1.85214 -0.330
C 0.17679 -1.69152 -0.96239 0.068
Br 2.19861 5.16074 0.38370 -0.198
H 1.82718 -1.69158 -2.53897 0.249
H 0.88528 4.67430 0.34944 0.198
H -2.72948 -1.55243 2.39166 0.246
```

# 3
Entry from OMol25: a molecular structure, C20H39IrN2O2P3 in a non-equilibrium geometry (the ωB97M-V functional and the def2-TZVPD basis).

## Properties
2S+1 = 6
Orbital gap (spin up / spin down) = 5.4 / 4.7 eV
Molar mass = 624.68 g mol⁻¹
Charge = +4
Lowest unoccupied orbital energy (spin up / spin down) = -11.4 / -14.1 eV
F_max = 4.994 eV Å⁻¹
Relative energy (zero: lowest compared OMol25 entry of this formula, charge and spin) = 229.0 kJ/mol

Structure (XYZ):
```
67
Properties=species:S:1:pos:R:3:lowdin_spin:R:1
P -4.02202 -1.12345 -1.40922 0.594
C -4.57802 -1.54197 -3.11464 0.085
H -5.66513 -1.70092 -3.12945 0.021
H -4.06394 -2.45119 -3.46139 0.000
H -4.31552 -0.72192 -3.80017 0.000
C -4.79928 -2.53616 -0.52332 0.089
H -5.84562 -2.65058 -0.83364 0.022
H -4.74836 -2.37145 0.56325 0.000
H -4.24316 -3.45861 -0.74965 0.000
C -5.28127 0.17035 -1.04063 0.087
H -6.27998 -0.18080 -1.33515 0.021
H -5.03437 1.08800 -1.59523 0.000
H -5.27465 0.41181 0.03273 -0.001
P 1.09403 3.81991 -1.89736 0.600
C 1.08174 4.27085 -3.68530 0.087
H 1.47616 5.28866 -3.81923 0.023
H 0.05548 4.21654 -4.07873 -0.001
H 1.70161 3.55909 -4.25152 0.000
C 0.19949 5.29406 -1.25300 0.090
H 0.62477 6.21268 -1.68003 0.023
H 0.26887 5.32640 -0.15552 0.000
H -0.86514 5.22211 -1.52251 0.000
C 2.81833 4.34059 -1.51976 0.089
H 3.01108 5.33822 -1.93854 0.022
H 3.52024 3.61408 -1.95609 0.000
H 2.97923 4.35561 -0.43163 -0.001
P 2.82932 -3.07970 -1.38824 0.597
C 3.31425 -3.51767 -3.11007 0.085
H 3.99313 -4.38194 -3.10261 0.021
H 3.80979 -2.66009 -3.58932 0.000
H 2.41437 -3.76038 -3.69574 0.000
C 4.52097 -2.96007 -0.66503 0.089
H 5.11913 -3.83616 -0.95030 0.022
H 4.46019 -2.89433 0.43166 0.000
H 5.01338 -2.04618 -1.03045 0.000
C 2.38874 -4.76848 -0.80798 0.087
H 3.16712 -5.48515 -1.09930 0.021
H 1.42748 -5.06480 -1.25501 0.000
H 2.26611 -4.77201 0.28533 0.000
Ir -0.00018 -0.01267 -0.34329 0.171
C -1.17724 1.06418 -1.37263 0.037
O -1.89130 1.71251 -1.98123 0.003
C 1.56504 0.30452 -1.36618 0.035
O 2.51168 0.50214 -1.97259 0.004
C 1.50165 -0.13287 1.53788 0.232
C 0.51055 -1.18597 1.68801 0.066
C -1.03454 -0.76420 1.69841 0.075
C -1.37529 0.64158 1.53593 0.303
C -0.32691 1.56495 1.57310 0.115
C 1.05450 1.19234 1.57525 0.209
H 2.44995 -0.45341 1.81117 0.015
H 0.71037 -2.20266 1.95537 0.005
H -1.71867 -1.54006 1.94340 0.004
H -2.36453 0.84012 1.80827 0.020
H -0.61083 2.63200 1.63524 0.000
H 1.83809 1.97249 1.64937 0.005
C 0.44231 1.28136 5.64284 0.022
N 0.02375 0.05298 4.96427 0.046
C -0.42735 -1.24665 5.55298 0.028
C 0.03100 0.18739 3.69122 0.596
N -0.25704 -0.97952 2.90793 0.227
H 0.38720 1.12389 6.76569 0.003
H -0.22948 2.05568 5.21523 0.002
H 1.44857 1.48185 5.21569 0.002
H -1.45178 -1.46895 5.17067 0.000
H 0.24055 -2.05302 5.17100 0.001
H -0.38824 -1.12934 6.67748 0.004
```

# 4
Entry from OMol25: a molecular structure, C47H46LuN7O6S4 in a non-equilibrium geometry (the ωB97M-V functional and the def2-TZVPD basis).

## Properties
Orbital gap = 6.4 eV
Molar mass = 1108.16 g mol⁻¹
Lowest unoccupied orbital energy = -1.1 eV
F_max = 4.195 eV Å⁻¹
Relative energy (zero: lowest compared OMol25 entry of this formula, charge and spin) = 305.3 kJ/mol

Structure (XYZ):
```
111
Properties=species:S:1:pos:R:3:lowdin_charge:R:1
Lu 1.73883 0.29996 0.92567 1.480
C 5.08627 0.39772 -0.70195 -0.021
O 3.75006 -0.16017 -0.72824 -0.275
C 3.53184 -1.32446 -1.38517 -0.269
C 4.63988 -1.93538 -1.92273 -0.017
C 4.42266 -3.23441 -2.46524 -0.060
C 3.17491 -3.80799 -2.60842 -0.105
C 2.08168 -3.07998 -2.25087 -0.024
C 2.21279 -1.87426 -1.54031 -0.189
N 1.11339 -1.18558 -0.95335 -0.059
N -0.03119 -1.43658 -1.45510 0.121
C -1.20379 -0.86029 -0.96245 -0.146
C -1.41068 -0.22212 0.29397 -0.357
O -0.43389 0.12285 1.06613 -0.288
C -2.72522 0.00088 0.75385 -0.028
C -3.77811 -0.17188 -0.06856 -0.013
C -3.63131 -0.73432 -1.43880 -0.199
C -4.77174 -1.01246 -2.23745 -0.043
C -4.57023 -1.59641 -3.48883 -0.097
C -3.25078 -1.73736 -3.98751 -0.068
C -2.11509 -1.38032 -3.20789 0.016
C -2.33201 -1.03550 -1.79281 -0.135
H 5.26989 0.57784 -1.74804 0.100
H 5.76599 -0.30503 -0.22787 0.101
H 4.98143 1.36601 -0.19577 0.113
H 5.62131 -1.61117 -1.74963 0.089
H 5.34235 -3.85135 -2.81761 0.136
H 3.05926 -4.82902 -2.94775 0.107
H 1.01557 -3.38426 -2.36291 0.129
H -2.80253 0.45926 1.78499 0.144
H -4.79767 0.14979 0.21217 0.120
H -5.82502 -0.80158 -1.91029 0.123
H -5.41287 -1.83799 -4.18502 0.110
H -3.08568 -2.06977 -4.98103 0.081
H -1.17058 -1.45786 -3.70679 0.066
S 1.68854 1.60432 -1.83840 0.834
C 0.21240 2.27521 -1.76724 -0.685
N -0.48911 2.54411 -2.87424 -0.088
C -1.86269 3.10602 -2.74981 -0.055
C -2.45182 2.48115 -1.50768 -0.075
N -1.59684 2.78214 -0.34049 -0.050
C -2.32904 3.49841 0.75849 -0.079
C -2.80643 4.82276 0.19811 -0.205
C -1.87560 5.71107 -0.36934 -0.031
C -2.35841 6.94238 -0.84520 -0.067
C -3.73903 7.16649 -0.83968 -0.101
C -4.66475 6.25200 -0.33697 -0.080
C -4.18428 5.03508 0.12792 -0.050
C -0.28043 2.71527 -0.39041 -0.736
S 0.82657 3.13319 0.80173 0.673
C 0.20645 2.77356 -4.12480 -0.114
C -0.25892 1.82649 -5.24908 -0.189
C -0.06383 0.47457 -5.17306 -0.074
C -0.48801 -0.35228 -6.15526 -0.075
C -1.05695 0.18684 -7.34244 -0.077
C -1.32137 1.53631 -7.44027 -0.076
C -0.99726 2.32534 -6.32534 -0.044
H -2.36745 2.79911 -3.59661 0.107
H -1.82251 4.22149 -2.74407 0.143
H -2.65965 1.48907 -1.74929 0.088
H -3.42998 2.91206 -1.30298 0.134
H -1.65051 3.57983 1.66111 0.129
H -3.16593 2.94468 0.98343 0.082
H -0.85204 5.52134 -0.33468 0.083
H -1.60735 7.58126 -1.34897 0.115
H -4.13507 8.14064 -1.27928 0.123
H -5.74680 6.53756 -0.31998 0.122
H -4.89574 4.36090 0.50171 0.099
H 1.25028 2.64238 -3.98281 0.066
H -0.06152 3.78283 -4.39397 0.125
H 0.44110 0.15132 -4.25548 0.109
H -0.36417 -1.43272 -6.15734 0.113
H -1.39178 -0.44488 -8.12739 0.090
H -1.82884 1.94899 -8.34868 0.121
H -1.09145 3.36523 -6.43449 0.089
C 2.03696 -4.82041 7.67168 -0.070
C 2.16136 -4.38927 6.26636 -0.295
C 1.83356 -5.26084 5.18652 -0.037
C 1.81030 -4.90358 3.82393 -0.064
C 1.83587 -3.55715 3.53309 -0.237
C 2.27315 -2.65497 4.57873 -0.058
C 2.41319 -3.05399 5.89581 -0.059
S 1.53609 -2.97800 1.81249 0.534
O 0.16742 -2.51959 1.89048 -0.331
O 1.70786 -4.08373 0.93284 -0.294
N 2.50706 -1.74665 1.58810 -0.346
C 3.94895 -1.86131 1.69843 -0.162
C 4.50790 -0.42324 2.05794 -0.681
O 5.62425 -0.30832 2.49715 0.050
O 3.75642 0.56818 1.73626 -0.269
H 1.23203 -4.12117 8.05174 0.092
H 2.94469 -4.58623 8.28479 0.095
H 1.65775 -5.82696 7.86423 0.077
H 1.86444 -6.37499 5.39910 0.124
H 1.50527 -5.63312 3.08884 0.110
H 2.50430 -1.60631 4.31988 0.092
H 2.78677 -2.44565 6.69443 0.107
H 4.39826 -2.25655 0.78240 0.105
H 4.32447 -2.46251 2.59585 0.138
S 1.40572 1.12171 3.80724 0.660
C 0.32002 0.16860 4.61914 -0.896
N 0.29987 -0.12918 5.93948 0.024
C -0.85394 -0.98356 6.20310 -0.142
C -1.20397 -1.47346 4.77801 -0.136
N -0.76483 -0.32624 4.02278 0.014
H 1.05848 0.00932 6.61925 0.156
H -1.67593 -0.39981 6.77657 0.135
H -0.52182 -1.75501 6.94704 0.116
H -2.27110 -1.58064 4.56265 0.127
H -0.65423 -2.30871 4.52580 0.076
H -0.66607 -0.41498 2.95267 0.112
```